Entry 1:
The following is a quantum chemistry calculation of an isolated molecule of ClH4N2OP, from the OMol25 dataset.

Values from the calculation:
HOMO energy = -9.34 eV
Lowest unoccupied orbital energy = 0.5 eV
E_tot = -26902.56533 eV
Gap between HOMO and LUMO = 9.84 eV
ΔE to the lowest compared entry with this formula, charge and spin = 367.3 kJ/mol
SMILES = NP(N)OCl
Strongest force on any atom = 0.098 hartree/bohr

Element x y z (Å)
N: -0.761 -0.311 -1.162
N: -0.591 0.273 1.310
O: 1.517 -0.670 0.215
P: -0.369 -0.970 0.260
Cl: 2.143 0.800 -0.210
H: -0.870 -1.073 -1.960
H: -0.106 0.356 -1.623
H: -0.994 1.178 0.955
H: 0.032 0.416 2.214


Entry 2:
The following is a quantum chemistry calculation of an isolated molecule of C4H7NO, from the OMol25 dataset.

Values from the calculation:
HOMO energy (alpha / beta) = -7.63 / -7.21 eV
Lowest unoccupied orbital energy (alpha / beta) = 0.2 / 0.7 eV
E_tot = -7793.80709 eV
Gap between HOMO and LUMO (alpha / beta) = 7.82 / 7.87 eV
ΔE to the lowest compared entry with this formula, charge and spin = 563.2 kJ/mol
Strongest force on any atom = 0.091 hartree/bohr

Element x y z (Å)
C: 1.890 -1.277 0.084
C: -2.501 -0.763 -0.096
C: 0.035 0.228 -0.121
C: 0.571 1.623 -0.028
N: 0.643 -1.031 -0.178
O: -1.383 0.086 -0.022
H: 2.117 -2.331 0.236
H: 2.755 -0.502 0.201
H: -2.352 -1.774 0.071
H: -3.460 -0.305 -0.032
H: 0.228 2.152 0.929
H: -0.090 2.321 -0.651
H: 1.548 1.572 -0.393